The following is a quantum chemistry calculation of C18H22N6O11V as an isolated structure at a distorted geometry, from the OMol25 dataset.

Structure (XYZ):
```
58
Properties=species:S:1:pos:R:3:forces:R:3
O 0.35098 0.30582 -0.74037 -1.218 0.042 2.468
V -0.26210 0.56262 0.71690 3.110 0.607 -4.055
C 3.27564 -0.40154 0.68587 -0.315 -1.969 0.045
C 2.43016 0.10627 1.85178 -0.452 1.229 -0.846
C 3.29651 0.33261 3.08565 0.220 -0.143 0.463
O 1.68067 1.24458 1.47992 -1.751 -1.210 0.326
H 4.19395 0.11546 0.41009 -0.128 0.426 0.279
H 2.67600 -0.59832 -0.20607 -0.168 0.591 0.001
H 3.53360 -1.43592 0.98354 0.517 0.138 -0.049
H 1.69598 -0.67274 2.10044 0.496 -0.485 0.102
H 2.70680 0.82133 3.86579 0.003 -0.090 0.034
H 4.20610 0.92607 2.94479 -0.241 0.270 -0.431
H 3.67239 -0.62955 3.45595 -0.212 -0.046 0.112
N -0.00913 3.82884 -0.22176 0.489 -0.068 0.083
O -0.72831 4.77744 -0.59934 0.053 -0.259 0.074
O 1.20192 3.96048 -0.05794 -0.406 -0.007 -0.057
O -0.57255 2.70020 -0.03061 -0.589 -0.206 0.532
N -0.77554 -2.71342 1.73667 -0.927 -0.561 -0.926
O -1.60038 -3.31032 1.02240 0.863 0.483 0.718
O -0.38141 -1.55543 1.36715 0.411 0.450 0.537
O -0.31549 -3.22936 2.77088 0.007 0.608 -0.246
N -3.51774 0.02254 -0.24958 -0.375 -0.443 0.068
O -3.84217 -1.16775 -0.18397 0.235 0.599 -0.028
O -2.33936 0.37663 0.07675 0.121 0.421 0.272
O -4.31983 0.89898 -0.62515 0.466 -0.203 0.149
N -1.12880 1.14211 2.67972 -0.148 0.026 0.554
C -2.15177 1.98862 2.86473 -0.092 -0.089 -0.580
C -2.79411 2.12399 4.07389 0.426 0.133 0.541
C -2.30783 1.39850 5.15380 -0.605 0.061 0.511
C -1.26077 0.53119 4.98917 0.436 -0.398 -0.906
C -0.69020 0.43380 3.71559 -0.248 -0.016 0.824
H -2.46696 2.53702 1.98477 0.033 -0.052 -0.072
H -3.61439 2.80887 4.23251 -0.035 0.034 -0.295
H -2.78916 1.49736 6.12215 0.005 -0.019 -0.031
H -0.89947 -0.15967 5.73767 -0.028 0.265 0.262
H 0.12483 -0.26848 3.59848 0.010 0.063 -0.522
N -0.92806 0.60705 -3.43646 -0.157 0.034 -1.136
C -0.04093 0.72973 -4.42664 0.642 0.343 -0.320
C 0.40765 1.94468 -4.93797 -0.915 -0.074 0.437
C -0.15948 3.10281 -4.40858 0.726 0.817 0.174
C -1.11866 3.03955 -3.41440 0.893 -1.153 -0.646
C -1.46719 1.74289 -3.02754 -0.892 0.852 1.412
H 0.41219 -0.15159 -4.87057 -0.186 -0.378 0.403
H 1.16398 1.96721 -5.70930 0.040 0.050 -0.019
H 0.25387 4.07350 -4.67077 -0.100 -0.027 -0.231
H -1.45417 3.89562 -2.84906 -0.231 0.037 -0.134
H -2.22862 1.72168 -2.25146 0.130 -0.614 0.118
N 0.91565 -2.36860 -1.75954 -0.106 -1.114 0.450
C -0.16472 -2.73606 -2.46094 0.067 1.268 -0.290
C -0.24848 -3.89857 -3.21527 0.826 -0.398 0.163
C 0.78044 -4.81772 -3.03368 -0.430 -0.585 0.609
C 1.74705 -4.59182 -2.06609 0.358 0.301 -1.022
C 1.82454 -3.31351 -1.53220 0.009 -0.013 0.208
H -0.92388 -1.96055 -2.44574 -0.193 -0.133 -0.340
H -1.00504 -4.10777 -3.95719 -0.343 0.231 0.242
H 0.77195 -5.79542 -3.50590 -0.089 0.157 -0.306
H 2.53767 -5.32181 -1.94367 -0.036 0.022 0.377
H 2.64616 -3.06015 -0.86928 0.025 0.191 -0.060
```
Positions in Å, forces in eV/Å.

- multiplicity = 2
- net charge = -2
- largest force on an atom (eV Å⁻¹) = 5.15
- orbital gap (alpha / beta) (eV) = 7.138 / 7.191
- lowest unoccupied orbital energy (alpha / beta) (eV) = 4.55 / 4.55

Mulliken population analysis, charges in e, atoms 1 to 2:
1. O -0.0996
2. V 1.3492